The following is a DFT calculation (the ωB97M-V functional and the def2-TZVPD basis) of an isolated molecule of C4H10N2OS in a non-equilibrium geometry.

Each line ends with the Mulliken charge.
CARTESIAN COORDINATES (ANGSTROEM)
1 C -1.74985 0.63216 1.29436  -0.731
2 C -2.56160 -0.10592 0.20229  -0.475
3 N -1.74063 -0.23671 -0.95541  -0.369
4 C -0.51218 -1.02856 -0.56690  -0.479
5 C 0.68163 -0.30607 -0.38534  -0.040
6 S 1.98356 -0.95784 0.49395  -0.459
7 N 0.65100 0.94486 -0.50991  0.043
8 O 1.58737 1.84440 -0.20225  -0.404
9 H -2.46364 0.88388 2.12078  0.408
10 H -1.37659 1.61125 0.65592  0.151
11 H -0.94778 -0.03337 1.73975  0.205
12 H -2.77662 -1.14776 0.76387  0.230
13 H -3.53601 0.58060 -0.02496  0.321
14 H -2.14308 -0.65580 -1.84721  0.242
15 H -0.32130 -1.66388 -1.53508  0.341
16 H -0.74429 -1.71274 0.26666  0.316
17 H -0.06793 1.36408 -1.25973  0.374
18 H 2.42075 1.23728 -0.17454  0.328

Values from the calculation:
**Gap between HOMO and LUMO**: 9.14 eV
**E**: -741.21112 hartree
**HOMO level**: -8.5 eV
**SMILES**: CCNCC(=S)NO
**Energy above the lowest of the compared OMol25 structures with the same formula, charge and spin**: 438.1 kJ/mol


The following is a DFT calculation (the ωB97M-V functional and the def2-TZVPD basis) of an isolated molecule of C4H10N2OS in a non-equilibrium geometry.

Each line ends with the Mulliken charge.
CARTESIAN COORDINATES (ANGSTROEM)
1 C 2.05571 -1.05616 0.60458  -0.779
2 N 1.18005 -0.63793 -0.48358  -0.466
3 C 0.00481 0.16157 -0.07321  0.215
4 C -0.21832 1.28211 -1.09834  -0.938
5 S -1.18046 2.61466 -0.33178  -0.276
6 C -1.23953 -0.70802 -0.03829  0.280
7 N -1.86139 -0.76130 1.16379  -0.388
8 O -1.65219 -1.32920 -0.99465  -0.619
9 H 1.91780 -2.10974 0.88143  0.287
10 H 1.89176 -0.45443 1.49946  0.262
11 H 3.10910 -0.96227 0.32766  0.281
12 H 0.81090 -1.44249 -0.96746  0.311
13 H 0.21616 0.60591 0.86172  0.396
14 H 0.73040 1.62398 -1.48255  0.452
15 H -0.64335 0.86499 -2.02067  0.377
16 H -0.65683 3.65940 -0.98119  0.137
17 H -2.76701 -1.20548 1.19206  0.247
18 H -1.69761 -0.14560 1.94103  0.220

Values from the calculation:
**Gap between HOMO and LUMO**: 9.62 eV
**E**: -741.34788 hartree
**HOMO level**: -8.9 eV
**SMILES**: CN[C@@H](CS)C(N)=O
**Energy above the lowest of the compared OMol25 structures with the same formula, charge and spin**: 79.1 kJ/mol


What did the second record say?
The following is a DFT calculation (the ωB97M-V functional and the def2-TZVPD basis) of an isolated molecule of C4H10N2OS in a non-equilibrium geometry.

Each line ends with the Mulliken charge.
CARTESIAN COORDINATES (ANGSTROEM)
1 C 2.05571 -1.05616 0.60458  -0.779
2 N 1.18005 -0.63793 -0.48358  -0.466
3 C 0.00481 0.16157 -0.07321  0.215
4 C -0.21832 1.28211 -1.09834  -0.938
5 S -1.18046 2.61466 -0.33178  -0.276
6 C -1.23953 -0.70802 -0.03829  0.280
7 N -1.86139 -0.76130 1.16379  -0.388
8 O -1.65219 -1.32920 -0.99465  -0.619
9 H 1.91780 -2.10974 0.88143  0.287
10 H 1.89176 -0.45443 1.49946  0.262
11 H 3.10910 -0.96227 0.32766  0.281
12 H 0.81090 -1.44249 -0.96746  0.311
13 H 0.21616 0.60591 0.86172  0.396
14 H 0.73040 1.62398 -1.48255  0.452
15 H -0.64335 0.86499 -2.02067  0.377
16 H -0.65683 3.65940 -0.98119  0.137
17 H -2.76701 -1.20548 1.19206  0.247
18 H -1.69761 -0.14560 1.94103  0.220

Values from the calculation:
**Gap between HOMO and LUMO**: 9.62 eV
**E**: -741.34788 hartree
**HOMO level**: -8.9 eV
**SMILES**: CN[C@@H](CS)C(N)=O
**Energy above the lowest of the compared OMol25 structures with the same formula, charge and spin**: 79.1 kJ/mol